121
Properties=species:S:1:pos:R:3 method="wB97M-V/def2-TZVPD" de_lowest_kcal_mol=85.07 multiplicity=1 e_lumo_ev=1.9 e_homo_ev=-5.82 homo_lumo_gap_ev=7.74 charge=-1
C -0.0883 0.4778 -1.3165
C -0.7283 0.0803 0.0344
C 0.0319 -1.1084 0.6302
O -0.8352 1.0529 1.0074
H 0.9802 0.6577 -1.1978
H -0.4991 1.3701 -1.7889
H -0.1441 -0.3492 -2.0244
H -1.7271 -0.3113 -0.1583
H -0.0025 -1.7991 -0.2123
H -0.3976 -1.6011 1.5024
H 1.0899 -0.8463 0.6395
C 3.2426 2.1531 -2.7112
C 1.9908 3.0096 -2.5920
C 2.0946 4.0765 -3.6078
S 2.9808 3.3664 -5.0408
O 4.1199 4.1570 -5.4797
O 2.0257 2.9866 -6.1087
C 3.5070 1.8139 -4.2339
H 3.1018 1.2915 -2.0585
H 4.0156 2.7766 -2.2619
H 2.0201 3.3371 -1.5528
H 1.0986 2.4295 -2.8276
H 2.8487 4.7350 -3.1767
H 1.2573 4.6033 -4.0656
H 4.5206 1.5336 -4.5203
H 2.7667 1.1162 -4.6253
C -1.8499 -3.8673 -2.4702
C -0.6340 -4.6637 -1.9922
C -1.2022 -5.8502 -1.1551
S -2.7085 -5.0969 -0.2151
O -2.3238 -4.7735 1.1254
O -3.8975 -5.9102 -0.4772
C -2.5885 -3.5487 -1.1298
H -2.3962 -4.5414 -3.1299
H -1.6238 -3.0076 -3.1010
H -0.0282 -4.0227 -1.3517
H 0.0379 -5.0467 -2.7603
H -0.4311 -6.2951 -0.5261
H -1.6873 -6.5685 -1.8160
H -1.8990 -3.0883 -0.4222
H -3.5426 -3.0315 -1.2308
N 1.7288 -6.2355 2.0520
C 1.7201 -4.9065 1.7770
C 1.7282 -4.1832 2.9295
C 1.8994 -5.0412 4.0029
C 1.9500 -6.2981 3.3867
H 1.7105 -6.9816 1.3715
H 1.7297 -4.7197 0.7133
H 1.7034 -3.1042 2.9712
H 1.8971 -4.8585 5.0673
H 2.0871 -7.2447 3.8882
N 3.6062 -3.1593 -0.6402
C 2.7175 -2.4599 -1.4144
C 2.4139 -3.1607 -2.5698
C 3.1650 -4.2963 -2.4929
C 3.8713 -4.3304 -1.2531
H 3.9503 -2.9162 0.2778
H 2.5561 -1.4744 -1.0031
H 1.6657 -2.9605 -3.3226
H 3.1900 -5.0088 -3.3041
H 4.5487 -5.0065 -0.7527
N 0.1220 -0.0712 3.7473
C 0.9435 0.7914 4.3850
C 1.5212 0.2407 5.4877
C 1.1781 -1.1672 5.4033
C 0.2175 -1.2840 4.4120
H -0.4120 0.1763 2.9265
H 1.0633 1.8055 4.0335
H 2.2431 0.6604 6.1727
H 1.6191 -1.9815 5.9591
H -0.3224 -2.1633 4.0931
N -3.1333 -0.9834 2.5574
C -2.9636 -2.2972 2.9648
C -3.5474 -2.5233 4.1655
C -4.2189 -1.3204 4.4603
C -4.0289 -0.4384 3.4237
H -2.7307 -0.4842 1.7771
H -2.2578 -2.8759 2.3874
H -3.3989 -3.4591 4.6838
H -4.7993 -1.0845 5.3400
H -4.3337 0.5906 3.3033
N -1.9750 3.1111 -2.9429
C -2.5404 4.3678 -2.8719
C -2.1227 5.0931 -4.0180
C -1.3491 4.2991 -4.8405
C -1.2086 3.1003 -4.0847
H -2.1733 2.3591 -2.2985
H -3.1636 4.6544 -2.0377
H -2.3927 6.1239 -4.1939
H -0.9616 4.7669 -5.7335
H -0.6396 2.2461 -4.4210
N -0.7697 4.0152 1.2177
C -0.0854 4.8951 0.3698
C 0.2244 6.0527 1.1031
C -0.4219 5.8950 2.3439
C -1.0633 4.6884 2.3746
H -0.9271 3.0370 1.0217
H 0.0967 4.5897 -0.6500
H 0.8753 6.8512 0.7786
H -0.3257 6.6509 3.1093
H -1.5236 4.1770 3.2071
N 2.4371 1.5859 1.2499
C 3.5762 0.8224 0.9493
C 4.5566 1.7549 0.6161
C 3.9785 3.0641 0.6010
C 2.6913 2.9151 1.0056
H 1.6367 1.0970 1.6246
H 3.5811 -0.2416 1.1342
H 5.5955 1.5128 0.4474
H 4.4191 4.0199 0.3588
H 1.8197 3.5232 1.1981
N -3.7851 1.9598 0.4220
C -4.5281 3.1005 0.7426
C -5.5571 3.1318 -0.1618
C -5.4391 2.1104 -1.0507
C -4.3043 1.4374 -0.6902
H -2.8739 1.7126 0.7809
H -4.3567 3.6965 1.6267
H -6.3219 3.8845 -0.2840
H -5.9885 1.9091 -1.9584
H -3.7858 0.5473 -1.0149


32
Properties=species:S:1:pos:R:3 method="wB97M-V/def2-TZVPD" multiplicity=5 e_lumo_ev="-3.7 / -7.4" e_homo_ev="-11.20 / -12.98" homo_lumo_gap_ev="7.50 / 5.55" charge=+1
Pt 0.4388 1.7294 -0.1651
Cl 2.8698 -0.5222 -0.5160
C 1.3376 -0.9828 -1.1168
C 0.2824 -0.0209 -1.0817
C -0.9681 -0.3765 -1.6793
Cl -2.2057 0.8117 -1.7504
C -1.2053 -1.6398 -2.1491
Cl -2.7239 -2.0837 -2.7715
C -0.1486 -2.5984 -2.1004
Cl -0.4186 -4.1448 -2.6755
C 1.1323 -2.2546 -1.5867
Cl 2.3708 -3.4205 -1.5483
N 1.1034 3.5599 -0.4403
C 1.5493 4.4307 -1.1383
N 2.0231 5.2504 -1.9019
C 2.2644 6.5193 -2.1047
N 2.5121 7.6246 -2.3436
C -0.3754 1.8223 2.0728
C -0.5453 0.4346 1.9246
C 0.5516 -0.4684 2.1540
C 0.3981 -1.8181 1.9932
C -0.8443 -2.3408 1.5962
C -1.9546 -1.4860 1.4225
C -1.8176 -0.1390 1.5915
C -0.9782 -3.7454 1.3387
N -1.0743 -4.8630 1.0795
H 0.5237 2.1989 2.5446
H -1.2414 2.4712 2.0727
H 1.5032 -0.0593 2.4699
H 1.2283 -2.4920 2.1646
H -2.9158 -1.9136 1.1667
H -2.6718 0.5168 1.4780


18
Properties=species:S:1:pos:R:3 method="wB97M-V/def2-TZVPD" de_lowest_kcal_mol=27.83 smiles="C/C=C(N)/C=C/C" multiplicity=1 e_lumo_ev=1.1 e_homo_ev=-7.59 homo_lumo_gap_ev=8.73 charge=0
C -2.1420 0.3741 1.8507
N 0.7198 -0.1187 1.8689
C 0.0325 0.0785 0.6928
C -1.2812 0.3406 0.6201
C 1.3333 -0.3811 -2.9261
C 0.4594 -0.2008 -1.7507
C 0.9078 0.0014 -0.5194
H -1.7833 -0.3865 2.5512
H -3.1514 0.0385 1.5842
H -2.3411 1.3081 2.3783
H 1.4910 -0.7481 1.9565
H 0.3104 0.0967 2.7677
H -1.7562 0.6716 -0.2889
H 2.3670 -0.6053 -2.6562
H 1.1587 0.3572 -3.7128
H 1.0970 -1.3057 -3.4818
H -0.6078 -0.2971 -1.9175
H 1.9710 0.1549 -0.3624


15
Properties=species:S:1:pos:R:3 method="wB97M-V/def2-TZVPD" de_lowest_kcal_mol=68.99 smiles=NCN.CS multiplicity=1 e_lumo_ev=-0.1 e_homo_ev=-8.81 homo_lumo_gap_ev=8.70 charge=0
C -0.3089 -3.3453 -0.3950
S 0.2352 -2.0274 0.7833
H 0.3280 -4.1718 -0.0813
H -1.3204 -3.6436 -0.1486
H -0.1316 -3.1567 -1.4454
H 0.7104 -0.8453 1.2048
N -0.7708 2.7442 0.4130
C -0.1484 1.6545 -0.2411
N 1.2612 1.5183 0.2224
H -1.1705 2.6225 1.3369
H -1.4836 3.1819 -0.1389
H -0.6299 0.6782 -0.0844
H -0.0706 1.7675 -1.3276
H 1.8004 0.6828 0.0686
H 1.6994 2.3401 -0.1667


16
Properties=species:S:1:pos:R:3 method="wB97M-V/def2-TZVPD" de_lowest_kcal_mol=0.00 multiplicity=5 e_lumo_ev="-3.5 / -6.6" e_homo_ev="-11.28 / -15.48" homo_lumo_gap_ev="7.75 / 8.90" charge=+1
O 2.3807 0.8914 -0.4047
C 2.4576 0.0784 0.5125
O 1.5647 -0.8833 0.7196
C 0.6971 -1.3237 -0.3327
C -0.6990 -0.8044 -0.0976
O -0.6968 0.6106 -0.0873
C -1.9571 1.1710 0.2417
Rh 0.6718 1.8541 -1.3327
H 3.0734 0.2369 1.4125
H 0.6828 -2.4178 -0.2779
H 1.0872 -1.0307 -1.3160
H -1.0764 -1.1687 0.8718
H -1.3598 -1.1920 -0.8909
H -1.8508 2.2619 0.2121
H -2.7227 0.8575 -0.4844
H -2.2527 0.8587 1.2537


18
Properties=species:S:1:pos:R:3 method="wB97M-V/def2-TZVPD" de_lowest_kcal_mol=4.05 smiles=CSSCCN.O multiplicity=1 e_lumo_ev=0.6 e_homo_ev=-9.18 homo_lumo_gap_ev=9.78 charge=0
N 0.7728 -1.6332 -1.5133
C 0.5186 -1.8404 -0.1013
C -0.7614 -1.2697 0.5075
S -1.1263 0.4562 0.0328
S 0.4151 1.4738 0.8900
C -0.1652 1.8920 2.5343
H -0.0227 -1.9455 -2.0481
H 0.9133 -0.6460 -1.7017
H 0.5259 -2.9307 0.0538
H 1.3763 -1.5278 0.4888
H -1.6103 -1.8047 0.0713
H -0.7266 -1.3740 1.5813
H -0.2906 1.1696 3.3393
H 0.5818 2.6087 2.8889
H -1.1497 2.3651 2.4785
H -0.3026 2.1964 -2.9909
H 0.5800 0.9658 -3.0639
O 0.4716 1.8443 -3.4476